(1)
# C39H101Cu2N4O15

A structure of composition C39H101Cu2N4O15 at a distorted geometry (wB97M-V/def2-TZVPD, the OMol25 dataset).

Summary:
Multiplicity   4
Highest occupied orbital energy (spin up / spin down)   -3.29 / -7.48 eV
HOMO-LUMO gap (spin up / spin down)   3.7 / 6.6 eV
E_LUMO (spin up / spin down)   0.385 / -0.833 eV
⟨S²⟩   3.757

The geometry in XYZ format:
```
161
C39H101Cu2N4O15 (wB97M-V/def2-TZVPD)
Cu 22.55 13.20 -1.64
Cu 21.45 16.56 -1.97
C 25.25 16.13 -0.13
C 24.58 16.18 -1.46
O 23.43 15.39 -1.59
H 24.60 16.32 0.73
H 26.07 16.84 -0.21
H 25.67 15.16 0.16
H 25.28 15.94 -2.26
H 24.26 17.21 -1.63
C 18.54 14.34 -3.62
C 19.53 13.66 -2.71
O 20.66 14.46 -2.30
H 17.99 15.12 -3.10
H 17.72 13.69 -3.90
H 19.04 14.73 -4.50
H 20.00 12.83 -3.23
H 18.98 13.26 -1.86
C 22.58 18.89 1.83
C 21.28 18.28 1.23
C 20.19 19.40 1.37
O 21.39 17.83 -0.09
H 23.44 18.26 1.57
H 22.46 19.05 2.90
H 22.73 19.87 1.37
H 20.89 17.49 1.87
H 19.29 19.02 0.88
H 20.48 20.35 0.94
H 19.87 19.51 2.40
C 26.22 17.91 2.63
O 26.15 18.01 4.04
C 24.95 18.55 4.56
C 24.99 18.65 6.08
N 25.96 19.59 6.68
C 26.18 19.42 8.14
C 27.39 20.26 8.62
O 28.54 19.55 8.31
C 29.70 20.29 8.57
H 27.13 17.43 2.28
H 26.08 18.85 2.10
H 25.36 17.30 2.34
H 24.05 17.98 4.31
H 24.77 19.54 4.15
H 25.09 17.63 6.45
H 24.03 18.93 6.52
H 26.84 19.35 6.24
H 26.48 18.39 8.34
H 25.31 19.66 8.74
H 27.33 20.42 9.70
H 27.39 21.20 8.07
H 29.68 21.19 7.95
H 30.59 19.70 8.34
H 29.69 20.55 9.63
C 20.77 14.28 1.14
O 21.87 13.60 0.57
C 23.04 13.56 1.42
C 23.98 12.47 0.87
N 24.40 12.76 -0.49
C 25.40 11.77 -0.93
C 26.65 11.61 -0.08
O 27.08 12.91 0.31
C 28.43 13.03 0.68
H 21.04 15.30 1.42
H 20.39 13.89 2.08
H 19.97 14.29 0.39
H 22.80 13.31 2.45
H 23.59 14.50 1.39
H 23.54 11.48 0.91
H 24.82 12.44 1.56
H 25.02 13.55 -0.37
H 25.64 11.87 -1.99
H 24.84 10.83 -0.97
H 27.37 11.05 -0.68
H 26.45 11.03 0.82
H 28.68 12.35 1.49
H 28.71 14.05 0.94
H 29.00 12.77 -0.21
C 24.62 20.53 -5.05
O 23.65 19.55 -4.61
C 23.44 18.56 -5.53
C 23.00 17.25 -4.75
N 21.85 17.58 -3.83
C 20.61 17.66 -4.63
C 19.44 18.07 -3.75
O 19.40 17.33 -2.53
C 18.32 17.69 -1.68
H 25.61 20.15 -5.29
H 24.68 21.29 -4.28
H 24.29 21.08 -5.93
H 24.34 18.37 -6.11
H 22.68 18.87 -6.24
H 23.87 17.13 -4.09
H 22.79 16.40 -5.40
H 22.05 18.55 -3.64
H 20.38 16.69 -5.07
H 20.67 18.34 -5.48
H 18.55 17.85 -4.34
H 19.56 19.13 -3.50
H 18.16 18.76 -1.69
H 18.56 17.40 -0.66
H 17.38 17.23 -1.99
C 23.16 14.67 -7.73
O 23.20 14.31 -6.33
C 24.42 13.71 -5.94
C 24.42 13.45 -4.46
N 23.17 12.95 -3.89
C 22.84 11.63 -4.35
C 23.79 10.42 -3.98
O 24.86 10.33 -4.96
C 25.49 9.06 -5.01
H 22.11 14.77 -8.00
H 23.63 13.95 -8.41
H 23.54 15.67 -7.91
H 25.28 14.30 -6.26
H 24.51 12.74 -6.42
H 24.51 14.47 -4.07
H 25.29 12.93 -4.05
H 22.49 13.51 -4.38
H 22.73 11.59 -5.43
H 21.84 11.40 -3.97
H 23.25 9.47 -3.95
H 24.17 10.43 -2.96
H 26.03 8.92 -4.08
H 26.27 8.98 -5.77
H 24.85 8.20 -5.23
C 24.01 20.52 -1.40
C 22.55 20.92 -1.56
O 21.78 19.86 -2.03
H 24.47 20.20 -2.33
H 24.07 19.75 -0.63
H 24.66 21.31 -1.01
H 22.52 21.72 -2.31
H 22.14 21.30 -0.62
H 21.54 19.36 -1.25
C 26.29 14.51 3.87
C 25.87 13.19 4.53
O 24.46 13.10 4.55
H 27.37 14.44 3.75
H 26.18 15.37 4.52
H 25.71 14.78 2.99
H 26.26 13.26 5.55
H 26.27 12.31 4.03
H 24.16 13.90 4.99
C 27.05 16.36 -5.29
C 28.55 16.49 -5.22
O 28.90 17.62 -5.98
H 26.67 15.44 -4.83
H 26.82 16.42 -6.35
H 26.59 17.18 -4.74
H 29.04 15.55 -5.50
H 28.88 16.60 -4.19
H 28.70 17.55 -6.92
C 27.91 19.29 -2.06
C 28.10 19.16 -0.55
O 27.86 20.42 0.01
H 26.85 19.29 -2.35
H 28.48 18.45 -2.45
H 28.33 20.24 -2.38
H 29.13 18.95 -0.28
H 27.39 18.45 -0.12
H 28.21 20.42 0.90
```


(2)
# C39H104O13

A cluster of 13 separate species, C39H104O13 in total at a distorted geometry (wB97M-V/def2-TZVPD, the OMol25 dataset).

Summary:
Multiplicity   1
Energy relative to the best compared isomer or geometry (same formula, charge and spin)   66.7 kcal per mole
Highest occupied orbital energy   -9.51 eV
HOMO-LUMO gap   9.9 eV
E_LUMO   0.442 eV

The geometry in XYZ format:
```
156
C39H104O13 (wB97M-V/def2-TZVPD)
C 6.50 -24.71 14.77
C 6.83 -23.39 14.17
C 5.64 -22.75 13.54
O 7.24 -22.58 15.22
H 6.08 -25.40 14.03
H 5.80 -24.63 15.60
H 7.41 -25.24 15.04
H 7.63 -23.54 13.44
H 5.08 -22.33 14.37
H 5.08 -23.42 12.89
H 5.95 -21.86 12.99
H 7.35 -21.68 14.89
C 9.41 -23.32 9.05
C 8.23 -24.13 9.51
C 6.89 -23.71 8.91
O 8.59 -25.41 9.07
H 9.43 -22.30 9.43
H 9.54 -23.22 7.98
H 10.35 -23.80 9.33
H 8.30 -24.04 10.59
H 6.96 -23.38 7.87
H 6.51 -22.84 9.44
H 6.11 -24.47 8.92
H 8.66 -25.35 8.11
C 2.53 -16.74 8.50
C 1.97 -18.17 8.56
C 0.80 -18.35 7.64
O 3.04 -18.99 8.20
H 3.49 -16.78 9.01
H 1.99 -15.95 9.03
H 2.70 -16.37 7.49
H 1.67 -18.42 9.58
H 1.27 -18.41 6.66
H 0.20 -17.44 7.69
H 0.20 -19.25 7.81
H 2.82 -19.90 8.37
C -2.65 -19.57 8.95
C -4.12 -19.31 8.57
C -4.64 -20.08 7.33
O -5.05 -19.50 9.62
H -2.03 -19.35 8.09
H -2.46 -20.61 9.21
H -2.32 -18.89 9.74
H -4.26 -18.24 8.39
H -5.69 -19.81 7.19
H -4.70 -21.16 7.48
H -3.98 -19.89 6.49
H -4.81 -18.94 10.36
C -0.23 -28.08 11.73
C 0.23 -27.03 10.77
C -0.83 -26.03 10.29
O 1.28 -26.31 11.42
H -0.78 -27.64 12.57
H 0.59 -28.67 12.14
H -0.94 -28.78 11.29
H 0.65 -27.63 9.96
H -0.30 -25.49 9.51
H -1.01 -25.26 11.04
H -1.77 -26.45 9.94
H 0.92 -25.72 12.09
C 2.81 -26.04 7.36
C 3.36 -24.66 7.46
C 4.35 -24.38 6.34
O 2.27 -23.80 7.33
H 2.18 -26.18 6.48
H 2.26 -26.36 8.24
H 3.66 -26.72 7.39
H 3.93 -24.58 8.38
H 4.69 -23.35 6.43
H 3.84 -24.52 5.39
H 5.18 -25.09 6.44
H 1.86 -23.90 6.46
C 5.60 -19.90 10.43
C 7.12 -20.08 10.52
C 7.78 -19.67 9.20
O 7.58 -19.23 11.53
H 5.10 -20.21 11.35
H 5.20 -20.57 9.67
H 5.22 -18.91 10.17
H 7.36 -21.11 10.79
H 7.28 -20.08 8.33
H 8.81 -20.04 9.13
H 7.75 -18.58 9.16
H 8.52 -19.09 11.39
C 1.51 -19.89 14.04
C 1.50 -18.40 13.72
C 0.67 -18.12 12.43
O 0.97 -17.73 14.84
H 2.12 -20.37 13.28
H 0.50 -20.30 14.06
H 1.86 -20.04 15.06
H 2.54 -18.08 13.64
H -0.40 -17.93 12.51
H 0.84 -18.87 11.66
H 0.97 -17.21 11.91
H 1.40 -16.87 14.84
C 0.53 -21.75 10.36
C 2.05 -21.63 10.07
C 2.89 -22.81 10.68
O 2.25 -21.52 8.64
H 0.31 -21.64 11.43
H 0.12 -22.74 10.17
H 0.01 -20.98 9.79
H 2.40 -20.69 10.49
H 3.81 -22.90 10.10
H 2.34 -23.75 10.65
H 3.30 -22.61 11.67
H 2.15 -22.39 8.25
C -5.77 -22.65 11.25
C -4.37 -23.06 10.84
C -3.22 -22.43 11.63
O -4.29 -24.54 10.97
H -6.00 -23.05 12.24
H -6.54 -23.11 10.63
H -5.91 -21.57 11.20
H -4.26 -22.96 9.76
H -2.21 -22.66 11.30
H -3.31 -22.67 12.69
H -3.30 -21.34 11.55
H -4.97 -24.90 10.39
C 3.88 -28.64 10.19
C 4.36 -27.75 11.39
C 4.57 -26.32 10.98
O 3.38 -27.78 12.38
H 4.08 -29.71 10.33
H 4.24 -28.29 9.23
H 2.80 -28.64 10.06
H 5.35 -28.05 11.74
H 3.63 -25.81 10.74
H 5.12 -26.27 10.04
H 5.14 -25.69 11.67
H 2.58 -27.37 12.03
C 2.01 -23.68 14.29
C 0.60 -24.23 14.49
C -0.35 -23.17 15.07
O 0.08 -24.66 13.26
H 2.38 -23.51 15.30
H 1.96 -22.86 13.57
H 2.65 -24.44 13.84
H 0.66 -25.15 15.08
H -0.40 -22.31 14.40
H 0.04 -22.76 16.01
H -1.34 -23.58 15.23
H -0.81 -24.90 13.53
C 5.28 -20.45 5.89
C 4.11 -20.28 4.94
C 3.15 -21.48 4.97
O 3.41 -19.06 5.37
H 5.71 -21.45 5.86
H 4.98 -20.30 6.92
H 6.12 -19.78 5.66
H 4.42 -20.06 3.92
H 2.83 -21.74 5.98
H 3.74 -22.18 4.39
H 2.30 -21.09 4.40
H 3.27 -19.08 6.32
```


Across the entries above, total energy takes the values -168020.2595, -68745.2841 eV, respectively.